C7H14BrClOSi2 | the ωB97M-V functional and the def2-TZVPD basis

ORCA input file:
```
! RIJCOSX wB97M-V def2-TZVPD def2/J DEFGRID3
* xyz 0 1
C 3.06869 -0.39089 0.74508
C 4.16276 0.02652 0.36066
C 0.73598 -1.04339 2.82763
C -1.81372 1.98902 0.16674
C 0.95874 2.55284 -0.78712
C -1.19173 0.08192 -2.09830
C 0.37217 -3.83375 0.32416
O 0.27761 0.01552 0.22891
Si 1.29902 -0.88711 1.06787
Si -0.38743 1.18440 -0.79772
Cl -0.49039 -4.23206 -1.12504
Br 5.84776 0.42655 -0.19880
H 1.60031 -1.59848 3.46928
H 0.53433 0.05311 3.23132
H -0.22963 -1.60548 2.93315
H -2.69972 1.34211 0.14983
H -1.68815 2.21349 1.29047
H -1.95142 3.05340 -0.23676
H 1.44946 2.65635 -1.65065
H 0.39201 3.42448 -0.62059
H 1.72591 2.49426 0.05563
H -0.60301 -0.52603 -2.75915
H -1.66790 -0.77767 -1.52990
H -1.72878 0.72090 -2.75753
H -0.26611 -3.88218 1.14645
H 1.36892 -4.33533 0.28318
*
```

Values from the calculation:
E, eV: -107851.20468
Energy above the lowest of the compared OMol25 structures with the same formula, charge and spin, kcal per mole: 88.93
F_max, eV/Å: 4.03
Frontier orbital gap (alpha / beta), eV: 7.8 / 6.7

Atom charges from the natural (NBO) analysis, given in e for atoms 1 to 6: C -0.5717; C -0.1265; C -1.1956; C -1.1516; C -1.0789; C -1.1332